C34H32BBrF4FeN8PSe2 as an isolated structure, computed with ωB97M-V with the def2-TZVPD basis set.

Values from the calculation:
- Total charge: +3
- Gap between HOMO and LUMO (spin up / spin down): 5.53 / 5.69 eV
- Expectation value of S²: 6.18
- Multiplicity: 5
- Energy above the lowest of the compared OMol25 structures with the same formula, charge and spin: 0.0 kcal/mol
- E_LUMO (spin up / spin down): -10.674 / -10.508 eV

Each line ends with the Mulliken charge.
Cartesian coordinates (Å):
1 Fe 2.017 -0.215 0.565  -0.384
2 C 0.643 -0.444 -3.363  -1.562
3 C 1.337 0.221 -2.373  -0.341
4 N 1.248 -0.455 -1.212  0.017
5 N 0.494 -1.557 -1.453  1.287
6 C 0.134 -1.575 -2.736  -0.264
7 B 0.416 -2.651 -0.347  0.837
8 N -0.151 -1.940 0.935  0.872
9 C -1.067 -2.377 1.796  -0.165
10 C -1.180 -1.456 2.836  -1.813
11 C -0.273 -0.463 2.527  -0.507
12 N 0.343 -0.758 1.363  0.559
13 N 1.888 -3.057 -0.040  -0.038
14 C 2.613 -4.129 -0.386  -0.195
15 C 3.840 -4.063 0.250  -1.576
16 C 3.790 -2.881 0.972  -0.289
17 N 2.617 -2.254 0.786  -0.002
18 N -0.468 -3.785 -0.708  0.424
19 C -0.406 -5.122 -0.420  -0.284
20 C -1.573 -5.692 -0.835  -1.099
21 C -2.316 -4.623 -1.374  -0.357
22 N -1.666 -3.476 -1.291  -0.708
23 H 0.522 -0.155 -4.393  0.560
24 H 1.888 1.146 -2.436  0.127
25 H -0.463 -2.387 -3.119  0.662
26 H -1.589 -3.304 1.618  0.555
27 H -1.831 -1.516 3.690  0.545
28 H -0.033 0.445 3.059  0.475
29 H 2.223 -4.871 -1.064  0.780
30 H 4.638 -4.784 0.210  0.504
31 H 4.517 -2.489 1.664  0.675
32 H 0.436 -5.564 0.085  0.681
33 H -1.848 -6.731 -0.786  0.487
34 H -3.299 -4.654 -1.818  0.509
35 C 4.222 2.197 -0.860  -1.013
36 Se 4.136 0.276 -0.563  0.343
37 C 5.475 0.191 0.851  -0.799
38 C 5.011 0.839 2.132  -0.682
39 Se 3.332 0.058 2.764  0.542
40 C 2.837 1.541 3.912  -1.075
41 H 5.198 2.391 -1.300  0.443
42 H 4.097 2.751 0.065  0.332
43 H 3.443 2.469 -1.567  0.305
44 H 6.357 0.692 0.448  0.542
45 H 5.719 -0.861 0.960  0.383
46 H 4.843 1.908 2.019  0.363
47 H 5.748 0.697 2.923  0.531
48 H 3.559 1.546 4.725  0.467
49 H 1.845 1.340 4.308  0.331
50 H 2.855 2.476 3.362  0.346
51 F -1.533 6.401 2.741  -0.234
52 C -1.563 5.291 2.049  0.548
53 C -2.742 4.857 1.468  0.251
54 F -3.843 5.555 1.607  -0.238
55 C -2.748 3.675 0.737  0.214
56 F -3.890 3.297 0.183  -0.315
57 C -1.605 2.899 0.581  0.235
58 P -1.713 1.395 -0.408  1.168
59 C -2.942 0.320 0.202  0.971
60 C -3.545 0.538 1.458  -0.741
61 C -4.545 -0.305 1.885  -0.929
62 C -4.923 -1.394 1.097  -0.700
63 C -4.293 -1.649 -0.117  -0.851
64 C -3.291 -0.813 -0.561  -0.763
65 C -1.927 1.855 -2.103  1.028
66 C -3.075 1.530 -2.841  -0.596
67 C -3.182 1.963 -4.151  -0.728
68 C -2.154 2.696 -4.732  -0.623
69 C -1.019 3.033 -3.998  -0.678
70 C -0.899 2.610 -2.689  -0.739
71 C -0.430 3.369 1.168  -0.324
72 Br 1.267 2.513 1.003  0.031
73 C -0.399 4.543 1.890  0.157
74 F 0.720 4.985 2.443  -0.299
75 H -3.255 1.385 2.067  0.492
76 H -5.045 -0.120 2.826  0.510
77 H -5.706 -2.055 1.443  0.481
78 H -4.586 -2.502 -0.712  0.468
79 H -2.781 -1.029 -1.491  0.541
80 H -3.894 0.992 -2.385  0.516
81 H -4.076 1.740 -4.717  0.486
82 H -2.241 3.018 -5.761  0.459
83 H -0.238 3.629 -4.452  0.475
84 H -0.021 2.879 -2.111  0.393



C8H22CuN2O10S2 as an isolated structure at a distorted geometry, computed with ωB97M-V with the def2-TZVPD basis set.

Values from the calculation:
- Total charge: -1
- Gap between HOMO and LUMO (spin up / spin down): 5.99 / 5.23 eV
- Expectation value of S²: 2.01
- Multiplicity: 3
- E_LUMO (spin up / spin down): 1.910 / 1.221 eV

Each line ends with the Mulliken charge.
Cartesian coordinates (Å):
1 Cu -0.330 0.242 0.721  1.278
2 S -0.887 3.632 1.027  1.075
3 O -0.893 3.939 2.439  -0.450
4 O -1.900 4.366 0.279  -0.663
5 O 0.497 4.108 0.610  -0.467
6 O -1.060 2.183 0.790  -0.750
7 S 1.621 1.120 3.178  1.023
8 O 1.487 2.586 3.147  -0.674
9 O 1.810 0.606 4.497  -0.733
10 O 0.413 0.509 2.582  -0.530
11 O 2.711 0.773 2.244  -0.862
12 C 3.357 0.424 -1.833  -1.735
13 C 2.037 0.102 -1.098  0.651
14 C 2.145 -1.346 -0.406  -1.221
15 O 0.971 -1.671 0.276  -0.047
16 C 1.138 -2.786 1.232  -1.052
17 N 1.646 1.125 -0.089  -0.164
18 H 3.131 1.449 -2.128  0.461
19 H 3.558 -0.004 -2.815  0.366
20 H 4.199 0.477 -1.142  0.364
21 H 1.265 0.035 -1.865  0.073
22 H 3.097 -1.477 0.108  0.432
23 H 2.155 -2.156 -1.134  0.637
24 H 0.217 -3.367 1.185  0.280
25 H 1.220 -2.513 2.285  0.291
26 H 1.966 -3.445 0.971  0.431
27 H 2.051 2.012 -0.351  0.243
28 H 2.089 0.846 0.775  0.130
29 C -3.704 -2.319 -0.423  -1.670
30 C -2.432 -1.542 -0.481  0.736
31 C -2.402 -0.304 -1.431  -0.928
32 O -1.097 0.297 -1.392  0.211
33 C -0.971 1.445 -2.246  -0.994
34 N -2.048 -1.171 0.861  -0.476
35 H -3.883 -3.098 -1.164  0.371
36 H -4.584 -1.679 -0.353  0.400
37 H -3.622 -2.934 0.473  0.468
38 H -1.752 -2.329 -0.806  0.186
39 H -3.203 0.377 -1.146  0.395
40 H -2.408 -0.576 -2.487  0.384
41 H -1.716 2.204 -2.007  0.297
42 H -1.120 1.195 -3.296  0.360
43 H 0.038 1.843 -2.146  0.293
44 H -2.973 -1.127 1.263  0.334
45 H -1.834 -2.055 1.299  0.245



A single C4H6N2OS molecule at a distorted geometry, computed with ωB97M-V with the def2-TZVPD basis set.

Values from the calculation:
- Gap between HOMO and LUMO: 8.23 eV
- SMILES: C=CC(=O)/C(N)=N/S
- Energy above the lowest of the compared OMol25 structures with the same formula, charge and spin: 57.5 kcal/mol
- E_LUMO: -0.478 eV

Each line ends with the Mulliken charge.
Cartesian coordinates (Å):
1 C 2.652 -1.229 0.003  -0.603
2 C 1.307 -1.055 -0.017  -0.373
3 C 0.718 0.318 -0.009  0.934
4 O 1.348 1.364 0.016  -0.624
5 C -0.820 0.349 -0.067  0.249
6 N -1.315 1.659 -0.055  -0.423
7 N -1.469 -0.754 -0.090  -0.430
8 S -3.190 -0.752 -0.029  -0.191
9 H 3.180 -2.155 -0.066  0.310
10 H 3.179 -0.272 -0.076  0.240
11 H 0.600 -1.916 -0.087  0.312
12 H -0.593 2.369 0.116  0.241
13 H -2.211 1.876 -0.506  0.231
14 H -3.387 0.199 0.868  0.129



A single C2H4P2 molecule at a distorted geometry, computed with ωB97M-V with the def2-TZVPD basis set.

Values from the calculation:
- Gap between HOMO and LUMO: 7.91 eV
- SMILES: [H]/P=C\P=C
- Energy above the lowest of the compared OMol25 structures with the same formula, charge and spin: 46.1 kcal/mol
- E_LUMO: -1.111 eV

Each line ends with the Mulliken charge.
Cartesian coordinates (Å):
1 H 2.804 1.291 0.570  -0.011
2 P 3.113 0.099 0.040  0.033
3 C 1.445 -0.300 -0.178  -0.282
4 P -0.062 0.789 0.025  0.000
5 C -1.664 0.187 0.048  -0.510
6 H 1.307 -1.439 -0.166  0.262
7 H -2.195 1.095 0.109  0.248
8 H -2.299 -0.763 0.136  0.261



A single C6H8 molecule at a distorted geometry, computed with ωB97M-V with the def2-TZVPD basis set.

Values from the calculation:
- Gap between HOMO and LUMO: 10.09 eV
- SMILES: C1=C[C@H]2C[C@H]2C1
- Energy above the lowest of the compared OMol25 structures with the same formula, charge and spin: 51.7 kcal/mol
- E_LUMO: 1.188 eV

Each line ends with the Mulliken charge.
Cartesian coordinates (Å):
1 C -0.377 1.372 0.857  -0.437
2 C 0.152 0.278 1.426  -0.507
3 C 0.685 -0.623 0.351  0.006
4 C -0.066 -1.590 -0.491  -0.782
5 C 0.472 -0.016 -0.974  -0.282
6 C -0.573 1.087 -0.698  -0.629
7 H -0.753 2.291 1.322  0.374
8 H 0.283 -0.056 2.461  0.388
9 H 1.699 -0.986 0.482  0.394
10 H -1.127 -1.593 -0.699  0.253
11 H 0.292 -2.646 -0.402  0.311
12 H 1.310 0.300 -1.618  0.327
13 H -1.583 0.667 -0.694  0.200
14 H -0.599 1.897 -1.462  0.385